C4H4ClF | ωB97M-V with the def2-TZVPD basis set

Computed properties:
ΔE to the lowest compared entry with this formula, charge and spin in kJ/mol: 123.0
Orbital gap in eV: 9.07
Max |F| in eV/A: 8.1
Energy in eV: -19450.183
Highest occupied orbital energy in eV: -8.83
SMILES: C=C/C(F)=C\Cl

```
! RIJCOSX wB97M-V def2-TZVPD def2/J DEFGRID3
* xyz 0 1
C 0.280 -1.556 -0.169
C 0.575 -0.443 0.642
C 0.057 0.867 0.402
F 0.995 1.858 0.636
C -0.973 1.260 -0.370
Cl -1.890 0.105 -1.130
H 0.812 -2.458 0.104
H -0.400 -1.509 -0.869
H 1.549 -0.408 1.242
H -1.005 2.284 -0.488
*
```

***

C5H9NO | ωB97M-V with the def2-TZVPD basis set

Computed properties:
ΔE to the lowest compared entry with this formula, charge and spin in kJ/mol: 176.8
Orbital gap in eV: 10.19
Max |F| in eV/A: 0.6
Energy in eV: -8867.380
Highest occupied orbital energy in eV: -9.46
SMILES: CC/N=C\CC=O

```
! RIJCOSX wB97M-V def2-TZVPD def2/J DEFGRID3
* xyz 0 1
C -1.884 0.609 1.257
C -1.331 -0.060 0.000
N -0.647 0.881 -0.874
C 0.610 0.864 -1.010
C 1.656 0.038 -0.281
C 1.763 -1.430 -0.642
O 0.903 -2.081 -1.180
H -2.366 1.561 1.017
H -2.628 -0.045 1.725
H -1.097 0.800 1.996
H -0.717 -0.928 0.270
H -2.171 -0.441 -0.591
H 1.023 1.576 -1.732
H 1.483 0.074 0.806
H 2.644 0.489 -0.436
H 2.725 -1.898 -0.339
*
```

***

C17H20ClN3O | ωB97M-V with the def2-TZVPD basis set

Computed properties:
ΔE to the lowest compared entry with this formula, charge and spin in kJ/mol: 0.0
Orbital gap in eV: 8.81
Max |F| in eV/A: 2.1
Energy in eV: -36993.183
Highest occupied orbital energy in eV: -8.13
SMILES: N/C(CNc1ccccc1)=N\CCCOc1ccccc1Cl

```
! RIJCOSX wB97M-V def2-TZVPD def2/J DEFGRID3
* xyz 0 1
N 1.469 -2.100 0.286
C 0.293 -1.408 0.245
C -1.042 -2.054 -0.220
N -0.852 -3.353 -0.986
C -0.421 -4.559 -0.433
C -0.471 -4.697 0.948
C -0.268 -5.911 1.588
C 0.079 -7.020 0.790
C 0.282 -6.876 -0.554
C -0.017 -5.671 -1.190
N 0.239 -0.186 0.654
C 1.444 0.500 1.113
C 1.017 1.904 1.442
C 0.478 2.677 0.235
O 0.098 3.950 0.707
C -0.311 4.897 -0.166
C -0.548 4.752 -1.541
C -0.989 5.810 -2.315
C -1.191 7.069 -1.746
C -0.934 7.234 -0.381
C -0.494 6.155 0.439
Cl -0.196 6.378 2.162
H 1.420 -3.086 0.121
H 2.119 -1.853 1.029
H -1.478 -1.356 -0.932
H -1.752 -2.074 0.633
H -0.730 -3.194 -1.968
H -0.765 -3.868 1.560
H -0.393 -6.020 2.662
H 0.249 -8.013 1.237
H 0.523 -7.738 -1.184
H 0.003 -5.650 -2.270
H 2.222 0.524 0.319
H 1.891 0.005 1.976
H 0.230 1.916 2.210
H 1.874 2.437 1.924
H -0.349 2.149 -0.203
H 1.264 2.781 -0.514
H -0.374 3.780 -2.020
H -1.111 5.620 -3.359
H -1.473 7.919 -2.359
H -1.035 8.228 0.064
*
```

***

C34H53BrMgN2P2 | ωB97M-V with the def2-TZVPD basis set

Computed properties:
Orbital gap in eV: 7.52
Max |F| in eV/A: 2.3
Energy in eV: -133150.075
Highest occupied orbital energy in eV: -12.99

```
! RIJCOSX wB97M-V def2-TZVPD def2/J DEFGRID3
* xyz 2 1
N -5.083 -0.523 2.689
C -4.120 0.199 3.260
C -3.205 0.932 2.506
C -3.369 0.939 1.101
C -4.338 0.097 0.513
C -5.215 -0.576 1.366
C -2.527 1.756 0.254
Mg 0.100 0.330 -0.075
P 1.904 0.926 -1.660
C -2.427 1.522 -1.099
C -1.794 2.455 -1.967
C -1.945 2.310 -3.373
C -1.386 3.251 -4.221
C -0.546 4.230 -3.681
C -0.376 4.394 -2.300
C -0.978 3.481 -1.451
Br 0.386 5.466 -4.847
H -1.926 2.530 0.752
H -2.825 0.620 -1.563
H -2.394 1.489 2.980
H -4.447 -0.008 -0.572
H -4.065 0.227 4.346
H -6.027 -1.158 0.936
H -2.538 1.482 -3.754
H -0.824 3.591 -0.375
H -1.609 3.258 -5.288
H 0.174 5.249 -1.917
P -0.674 -2.153 -0.683
C 2.545 2.462 -0.914
C 3.309 3.395 -1.849
H 3.150 2.164 -0.040
H 1.674 3.006 -0.513
H 3.657 4.253 -1.255
H 4.199 2.911 -2.277
H 2.668 3.784 -2.655
C 1.428 1.309 -3.371
C 2.554 1.200 -4.391
H 0.954 2.302 -3.383
H 0.616 0.612 -3.633
H 2.149 1.437 -5.385
H 3.365 1.913 -4.186
H 2.963 0.181 -4.421
C 3.154 -0.385 -1.628
C 4.576 0.130 -1.796
H 2.886 -1.126 -2.400
H 3.042 -0.895 -0.656
H 5.262 -0.725 -1.757
H 4.722 0.626 -2.765
H 4.850 0.824 -0.991
C 0.279 -3.561 0.027
C 1.785 -3.431 -0.139
H -0.090 -4.466 -0.482
H 0.017 -3.645 1.095
H 2.288 -4.289 0.322
H 2.084 -3.422 -1.194
H 2.194 -2.527 0.335
C -0.528 -2.520 -2.490
C -1.397 -1.653 -3.401
H -0.798 -3.585 -2.597
H 0.539 -2.394 -2.742
H -1.177 -1.907 -4.446
H -2.470 -1.832 -3.248
H -1.201 -0.577 -3.283
C -2.362 -2.832 -0.387
C -2.739 -3.033 1.079
H -2.414 -3.792 -0.927
H -3.060 -2.128 -0.868
H -3.808 -3.265 1.151
H -2.207 -3.868 1.554
H -2.577 -2.125 1.675
C 1.784 -1.965 4.844
N 0.909 -2.343 3.702
C 0.349 -3.716 3.924
C -0.199 -1.365 3.296
C 0.236 0.079 3.286
C 0.440 0.754 4.518
C 0.816 2.097 4.521
C 0.877 2.779 3.307
C 0.656 2.112 2.088
C 0.357 0.759 2.077
H 1.161 -1.822 5.734
H 2.337 -1.055 4.609
H 2.482 -2.797 5.013
H 1.520 -2.366 2.870
H -0.344 -3.648 4.772
H -0.181 -4.056 3.023
H 1.176 -4.396 4.155
H -0.485 -1.693 2.286
H -1.056 -1.572 3.952
H 0.306 0.233 5.472
H 1.032 2.611 5.464
H 1.091 3.840 3.285
H 0.727 2.688 1.158
*
```

***

C21H27ClN2O5 | ωB97M-V with the def2-TZVPD basis set

Computed properties:
ΔE to the lowest compared entry with this formula, charge and spin in kJ/mol: 230.0
Orbital gap in eV: 9.75
Max |F| in eV/A: 2.1
Energy in eV: -47953.470
Highest occupied orbital energy in eV: -9.23
SMILES: COc1c(C)cc(C(=O)NCCCOCCNC(=O)C#C[C@H]2CCOC2)cc1Cl

```
! RIJCOSX wB97M-V def2-TZVPD def2/J DEFGRID3
* xyz 0 1
C 5.138 1.428 5.314
O 3.922 2.161 5.232
C 3.029 1.666 4.311
C 2.987 2.211 3.019
C 3.912 3.354 2.627
C 2.069 1.718 2.087
C 1.184 0.682 2.419
C 0.202 0.179 1.385
O -0.100 0.864 0.412
N -0.284 -1.057 1.571
C -1.248 -1.715 0.689
C -2.696 -1.265 0.945
C -3.735 -2.105 0.193
O -3.438 -2.039 -1.192
C -4.297 -2.807 -2.022
C -4.006 -2.495 -3.504
N -4.427 -1.150 -3.934
C -3.871 0.037 -3.657
O -4.570 1.040 -3.598
C -2.432 0.054 -3.425
C -1.239 0.155 -3.184
C 0.196 0.310 -2.882
C 1.117 -0.194 -3.975
C 2.444 0.475 -3.623
O 2.074 1.676 -2.941
C 0.656 1.761 -2.757
C 1.224 0.161 3.722
C 2.134 0.646 4.660
Cl 2.124 -0.030 6.252
H 5.792 1.895 6.050
H 4.969 0.397 5.627
H 5.666 1.418 4.359
H 3.544 3.896 1.755
H 3.980 4.077 3.442
H 4.915 2.983 2.423
H 2.039 2.148 1.093
H 0.103 -1.593 2.326
H -0.995 -1.575 -0.366
H -1.174 -2.793 0.841
H -2.917 -1.294 2.012
H -2.801 -0.222 0.640
H -3.709 -3.139 0.544
H -4.736 -1.715 0.384
H -4.130 -3.868 -1.826
H -5.344 -2.590 -1.802
H -2.938 -2.628 -3.692
H -4.503 -3.235 -4.132
H -5.403 -1.034 -4.146
H 0.399 -0.207 -1.942
H 1.188 -1.282 -4.001
H 0.788 0.143 -4.961
H 3.008 -0.169 -2.946
H 3.020 0.684 -4.526
H 0.236 2.392 -3.544
H 0.400 2.203 -1.793
H 0.537 -0.611 4.039
*
```

***

C2H5N3S2 | ωB97M-V with the def2-TZVPD basis set

Computed properties:
ΔE to the lowest compared entry with this formula, charge and spin in kJ/mol: 107.0
Orbital gap (spin up / spin down) in eV: 7.88 / 6.75
Max |F| in eV/A: 3.5
Energy in eV: -28290.978
Highest occupied orbital energy (spin up / spin down) in eV: -7.21 / -8.49

```
! RIJCOSX wB97M-V def2-TZVPD def2/J DEFGRID3
* xyz 0 3
C -0.686 1.098 -0.278
C 0.778 0.775 0.019
N 0.990 -0.641 -0.136
N -1.387 0.264 -0.952
N 0.730 -1.321 1.059
S -2.844 -0.026 -1.497
S 0.431 -1.284 -1.518
H -1.124 2.038 0.137
H 1.204 1.341 -0.786
H 1.021 1.211 1.034
H 0.880 -2.339 1.108
H 0.006 -1.115 1.809
*
```

***

C5H8O2 | ωB97M-V with the def2-TZVPD basis set

Computed properties:
ΔE to the lowest compared entry with this formula, charge and spin in kJ/mol: 407.8
Orbital gap in eV: 9.73
Max |F| in eV/A: 4.4
Energy in eV: -9405.605
Highest occupied orbital energy in eV: -9.12
SMILES: C#CCOC=C.O

```
! RIJCOSX wB97M-V def2-TZVPD def2/J DEFGRID3
* xyz 0 1
C 0.915 -2.833 -0.323
C 0.910 -1.596 -0.278
C 1.216 -0.251 -0.745
O 0.101 0.508 -1.211
C -0.452 1.341 -0.299
C -1.043 2.533 -0.536
H 1.012 -3.818 -0.763
H 1.828 -0.379 -1.678
H 1.847 0.194 0.018
H -0.295 0.928 0.722
H -1.159 3.142 0.336
H -1.256 2.902 -1.531
O -1.338 -0.698 2.426
H -1.772 -0.747 1.503
H -0.512 -1.226 2.357
*
```

***

C14H25N3O5 | ωB97M-V with the def2-TZVPD basis set

Computed properties:
ΔE to the lowest compared entry with this formula, charge and spin in kJ/mol: 653.0
Orbital gap in eV: 3.85
Max |F| in eV/A: 1.9
Energy in eV: -29626.249
Highest occupied orbital energy in eV: -5.93

```
! RIJCOSX wB97M-V def2-TZVPD def2/J DEFGRID3
* xyz 0 1
C -2.265 -4.000 -2.536
C -1.257 -3.253 -2.070
C -1.188 -2.849 -0.621
C 0.048 -1.997 -0.228
C 0.023 -0.777 -1.157
C 0.800 0.435 -0.711
O 1.288 1.087 -1.878
C 1.548 2.402 -1.575
O 2.639 2.762 -1.201
N 1.303 -2.767 -0.370
C 1.694 -3.070 0.894
N 2.944 -3.250 1.204
N 0.666 -3.056 1.835
C -0.057 -1.785 1.316
O 0.672 -0.749 1.836
C -0.052 0.090 2.777
C 0.623 1.460 2.934
C -0.114 2.565 2.151
H -2.503 -4.028 -3.586
H -2.875 -4.564 -1.845
H -0.481 -2.934 -2.750
H -1.302 -3.714 0.037
H -2.046 -2.214 -0.429
H 0.484 -1.085 -2.091
H -0.996 -0.496 -1.393
H 0.133 1.108 -0.191
H 1.625 0.203 -0.047
H 0.690 3.062 -1.697
H 1.281 -3.561 -0.998
H 3.681 -2.922 0.601
H 3.184 -3.740 2.050
H 0.120 -3.884 1.596
H -1.062 -1.889 1.708
H -0.112 -0.434 3.729
H -1.063 0.240 2.407
H 1.644 1.381 2.579
H 0.606 1.684 3.995
H -0.795 2.103 1.453
H 0.584 3.157 1.569
H -0.662 3.265 2.767
C -1.012 5.314 -2.262
C -1.817 4.904 -0.996
O -2.472 3.833 -1.071
O -1.713 5.686 -0.032
H -1.146 4.592 -3.071
H -1.345 6.293 -2.606
H 0.051 5.392 -2.023
*
```

***

C3H5NOS | ωB97M-V with the def2-TZVPD basis set

Computed properties:
ΔE to the lowest compared entry with this formula, charge and spin in kJ/mol: 146.0
Orbital gap in eV: 11.06
Max |F| in eV/A: 5.5
Energy in eV: -17563.754
Highest occupied orbital energy in eV: -10.47
SMILES: CC(=O)S.C#N

```
! RIJCOSX wB97M-V def2-TZVPD def2/J DEFGRID3
* xyz 0 1
C -0.852 0.098 -0.318
C 0.280 -0.656 0.302
O 0.945 -0.092 1.121
S 0.487 -2.346 -0.201
H -1.866 -0.078 0.051
H -0.732 1.159 -0.500
H -0.974 -0.268 -1.337
H 1.604 -2.463 0.580
C 2.277 2.531 -0.216
N 2.593 3.091 -1.202
H 1.807 2.059 0.569
*
```

***

C32H30N6OPbS3Se | ωB97M-V with the def2-TZVPD basis set

Computed properties:
ΔE to the lowest compared entry with this formula, charge and spin in kJ/mol: 51.9
Orbital gap in eV: 8.21
Max |F| in eV/A: 0.2
Energy in eV: -147758.642
Highest occupied orbital energy in eV: -8.03

```
! RIJCOSX wB97M-V def2-TZVPD def2/J DEFGRID3
* xyz 0 1
Pb 0.728 -0.653 -0.441
C -4.459 0.980 -2.322
C -5.103 1.537 -1.083
C -6.490 1.540 -0.946
C -7.111 2.071 0.173
C -6.348 2.616 1.196
C -4.968 2.604 1.095
C -4.349 2.070 -0.031
N -2.926 2.086 -0.105
C -2.124 0.981 -0.016
N -2.788 -0.182 0.156
C -2.365 -1.526 0.325
C -1.045 -1.944 0.178
C -0.784 -3.305 0.358
C -1.779 -4.215 0.673
C -3.083 -3.763 0.814
C -3.400 -2.425 0.641
C -4.827 -1.964 0.789
N -0.825 1.085 -0.076
C -0.244 2.392 -0.135
C 0.357 2.876 1.027
C 1.002 4.100 1.034
C 1.052 4.849 -0.134
C 0.455 4.368 -1.286
C -0.205 3.139 -1.317
C -0.851 2.672 -2.592
H -5.148 1.036 -3.164
H -4.175 -0.068 -2.196
H -3.551 1.524 -2.577
H -7.091 1.131 -1.750
H -8.190 2.066 0.242
H -6.823 3.039 2.070
H -4.351 3.004 1.890
H -2.451 2.972 -0.023
H -3.783 -0.054 0.255
H 0.230 -3.674 0.237
H -1.548 -5.264 0.802
H -3.875 -4.459 1.059
H -5.472 -2.805 1.037
H -5.216 -1.521 -0.134
H -4.942 -1.221 1.585
H 0.313 2.268 1.923
H 1.470 4.462 1.940
H 1.565 5.801 -0.149
H 0.507 4.947 -2.200
H -0.171 2.806 -3.432
H -1.756 3.251 -2.794
H -1.117 1.618 -2.552
S 6.674 0.969 1.268
C 5.649 -0.301 1.446
S 4.117 -0.175 2.298
C 3.802 -1.847 1.942
N 4.727 -2.445 1.293
N 5.756 -1.584 1.009
C 6.825 -2.118 0.222
C 8.145 -1.896 0.578
C 9.152 -2.437 -0.206
C 8.843 -3.195 -1.326
C 7.515 -3.419 -1.663
C 6.500 -2.880 -0.891
S 2.305 -2.669 2.322
H 8.380 -1.306 1.451
H 10.185 -2.265 0.066
H 9.634 -3.612 -1.935
H 7.266 -4.010 -2.535
H 5.461 -3.048 -1.141
C 0.793 -0.800 3.321
O 1.794 -1.787 3.609
H 0.445 -0.440 4.287
H -0.040 -1.238 2.766
H 1.220 0.033 2.755
Se -0.067 -1.201 -3.059
C 1.121 0.017 -3.755
N 1.853 0.810 -4.165
*
```

***

C7H7CoO5S | ωB97M-V with the def2-TZVPD basis set

Computed properties:
Orbital gap (spin up / spin down) in eV: 6.15 / 7.69
Max |F| in eV/A: 7.9
Energy in eV: -66046.520
Highest occupied orbital energy (spin up / spin down) in eV: -14.43 / -19.86

```
! RIJCOSX wB97M-V def2-TZVPD def2/J DEFGRID3
* xyz 2 5
O 3.093 -3.816 -0.886
C 2.392 -2.923 -0.783
Co 1.127 -1.477 -0.641
O 2.260 0.022 1.553
C 1.782 -0.551 0.681
C -0.311 -1.429 -1.784
O -1.283 -1.008 -2.300
C -0.202 -1.919 0.412
O -1.058 -2.280 1.100
C 1.641 -0.249 -1.783
O 1.959 0.587 -2.510
H 0.417 -2.409 -1.912
C -1.711 2.616 -0.132
S -0.960 1.052 0.316
C -0.888 1.247 2.094
H -1.665 2.678 -1.224
H -1.138 3.445 0.303
H -2.767 2.600 0.166
H -0.097 1.967 2.353
H -1.879 1.578 2.422
H -0.714 0.268 2.556
*
```

***

C19H33N5O2S2 | ωB97M-V with the def2-TZVPD basis set

Computed properties:
Orbital gap in eV: 8.86
Max |F| in eV/A: 1.0
Energy in eV: -53454.785
Highest occupied orbital energy in eV: -8.34
SMILES: CN(C)CCNC(=O)CNC(=S)N(CCCN1CCOCC1)Cc1cccs1

```
! RIJCOSX wB97M-V def2-TZVPD def2/J DEFGRID3
* xyz 0 1
C 3.292 2.214 -1.293
N 3.190 0.801 -1.606
C 2.232 0.572 -2.669
C 4.477 0.213 -1.945
C 5.422 0.138 -0.740
N 4.760 -0.487 0.377
C 4.307 0.224 1.422
O 4.618 1.373 1.668
C 3.278 -0.541 2.264
N 1.992 -0.442 1.606
C 1.586 -1.296 0.638
S 2.432 -2.704 0.339
N 0.458 -0.992 -0.039
C -0.356 0.165 0.268
C -1.116 0.046 1.594
C -2.050 1.243 1.780
N -3.064 1.288 0.741
C -4.189 0.411 1.026
C -5.156 0.429 -0.158
O -5.619 1.731 -0.426
C -4.536 2.590 -0.685
C -3.562 2.631 0.493
C -0.082 -1.912 -1.025
C -1.331 -2.570 -0.543
C -1.474 -3.447 0.488
C -2.817 -3.832 0.701
C -3.674 -3.242 -0.170
S -2.861 -2.201 -1.270
H 3.745 2.795 -2.112
H 2.293 2.607 -1.107
H 3.885 2.351 -0.392
H 2.123 -0.501 -2.827
H 2.532 1.038 -3.621
H 1.267 0.981 -2.374
H 4.284 -0.807 -2.290
H 4.980 0.763 -2.761
H 5.741 1.131 -0.417
H 6.306 -0.444 -1.018
H 4.331 -1.391 0.201
H 3.545 -1.594 2.362
H 3.196 -0.080 3.250
H 1.629 0.500 1.575
H 0.264 1.070 0.267
H -1.095 0.273 -0.529
H -1.691 -0.880 1.589
H -0.424 -0.001 2.435
H -1.458 2.160 1.717
H -2.500 1.205 2.786
H -3.828 -0.606 1.179
H -4.725 0.736 1.936
H -6.040 -0.173 0.059
H -4.645 0.025 -1.044
H -4.963 3.578 -0.867
H -3.997 2.250 -1.583
H -2.722 3.283 0.245
H -4.083 3.041 1.377
H -0.284 -1.361 -1.949
H 0.687 -2.667 -1.218
H -0.645 -3.807 1.070
H -3.126 -4.521 1.466
H -4.738 -3.355 -0.243
*
```